[1]
Molecular formula: C61H41Cl4MnN5O6S
Method: DFT, ωB97M-V/def2-TZVPD

Properties
E_HOMO (spin up / spin down): -0.722 / -0.712 eV
⟨S²⟩: 1.24
2S+1: 2
Charge: -2

Cartesian coordinates (Å):
Mn -0.38651 -1.01334 0.50240
C -5.31875 -5.04716 -7.16069
O -4.74566 -3.76340 -7.06122
C -4.06478 -3.48167 -5.90235
C -3.68689 -4.44034 -4.97341
C -3.01367 -4.04818 -3.81807
C -2.72196 -2.71512 -3.55826
C -3.07452 -1.77745 -4.53038
C -3.73679 -2.14950 -5.68633
C -2.02393 -2.28613 -2.31676
C -2.56665 -2.57746 -1.09126
C -3.69140 -3.44277 -0.86293
C -3.77648 -3.62715 0.47398
C -2.76240 -2.78892 1.08879
N -2.04729 -2.15488 0.13606
C -2.71840 -2.53429 2.47610
C -2.06794 -1.42282 3.02103
C -2.34412 -0.87684 4.34219
C -1.69899 0.30437 4.42573
C -0.91507 0.42994 3.22162
C 0.08837 1.34444 3.13396
C -0.08044 2.62805 3.87423
C -1.11067 3.47698 3.48437
C -1.26052 4.74977 4.03072
C -0.37191 5.18143 5.00531
O -0.41358 6.42012 5.59359
C -1.39752 7.31295 5.11960
C 0.63271 4.32824 5.44598
C 0.77560 3.07311 4.88164
C 1.21603 1.21323 2.27149
N 1.28455 0.28521 1.24947
C 2.41474 0.59546 0.64963
C 2.49794 -1.30979 -0.99565
C 3.46928 -2.17972 -0.53808
C 4.58554 -1.79529 0.26892
C 5.45009 -2.73843 0.80744
C 5.28022 -4.09009 0.56858
O 6.14910 -5.02749 1.14924
C 5.54938 -5.72582 2.21875
C 4.23350 -4.49772 -0.25681
C 3.35863 -3.58456 -0.80632
C 1.37382 -1.50624 -1.88109
C 1.36086 -1.57437 -3.29328
C 0.04057 -1.73658 -3.66832
C -0.71202 -1.76836 -2.46512
N 0.12953 -1.60658 -1.38993
C 3.14173 1.63789 1.20556
C 2.35348 2.04793 2.27374
N -1.17340 -0.63467 2.36484
C -3.56150 -3.40041 3.34976
C -4.68802 -2.92816 4.03449
C -5.46223 -3.76160 4.82516
C -5.13562 -5.10741 4.94742
O -5.94373 -5.85716 5.77214
C -5.68220 -7.24038 5.82310
C -4.04657 -5.61293 4.25332
C -3.27298 -4.75603 3.47098
H -5.95463 -5.03489 -8.04331
H -5.92657 -5.28274 -6.28203
H -4.55963 -5.82581 -7.28203
H -3.88923 -5.48987 -5.13853
H -2.69032 -4.80072 -3.10870
H -2.83516 -0.73414 -4.35959
H -4.01340 -1.41628 -6.43424
H -4.32695 -3.87482 -1.62018
H -4.49479 -4.22847 1.01053
H -2.96034 -1.34054 5.09601
H -1.67144 0.99523 5.25522
H -1.79014 3.13945 2.71151
H -2.05716 5.38411 3.67012
H -1.30526 8.21703 5.71607
H -2.40584 6.90832 5.24258
H -1.24157 7.55854 4.06533
H 1.29646 4.67018 6.23166
H 1.55928 2.41436 5.23780
H 4.75338 -0.74486 0.47393
H 6.28262 -2.41917 1.42859
H 6.21862 -6.54365 2.49647
H 4.57647 -6.13928 1.93595
H 5.40121 -5.07040 3.08645
H 4.10535 -5.55584 -0.46982
H 2.55142 -3.92899 -1.44470
H 2.22803 -1.48234 -3.93261
H -0.34769 -1.84762 -4.67052
H 4.08797 2.02413 0.85808
H 2.56233 2.84794 2.96641
H -4.96949 -1.88838 3.92081
H -6.33803 -3.39177 5.34637
H -6.40626 -7.66569 6.51458
H -4.67385 -7.45030 6.19282
H -5.80236 -7.70889 4.84128
H -3.78101 -6.65997 4.30985
H -2.41766 -5.15306 2.93423
Cl 1.06959 3.96568 -4.86753
C 1.51300 2.83855 -3.62520
C 2.83837 2.38562 -3.56371
Cl 4.02401 2.91187 -4.71513
C 3.16841 1.49007 -2.55505
Cl 4.77998 0.86836 -2.43357
C 2.22467 1.05703 -1.64835
O 2.72155 0.13460 -0.66108
C 0.84384 1.46026 -1.65474
O -0.05476 1.08613 -0.87344
C 0.57209 2.40508 -2.71726
Cl -1.06806 2.94639 -2.82220
S 1.07683 -4.13244 3.55611
C 1.08658 -2.69279 2.59397
N 0.68086 -2.81416 1.38928
C 0.34372 -4.13498 1.10495
C -0.08079 -4.62269 -0.13044
C -0.36764 -5.96638 -0.24780
C -0.23370 -6.83846 0.84280
C 0.20080 -6.37235 2.06788
C 0.49007 -5.01353 2.18326
H 1.39883 -1.74517 3.01862
H -0.18308 -3.93445 -0.95954
H -0.70063 -6.35405 -1.20349
H -0.46666 -7.89010 0.72483
H 0.31469 -7.03959 2.91404

Cartesian forces, eV/Å:
0.484 -0.199 0.257
0.034 0.025 -0.023
-0.108 -0.057 -0.053
0.071 -0.069 0.084
0.018 0.005 0.028
0.069 -0.002 -0.038
-0.051 -0.007 -0.012
-0.104 0.106 0.020
0.035 0.085 -0.002
0.173 -0.138 0.057
-0.168 0.277 -0.180
-0.019 -0.040 0.188
-0.060 -0.044 0.040
-0.193 0.309 -0.048
0.084 -0.325 0.066
-0.038 -0.213 0.105
0.060 0.055 -0.326
-0.012 -0.019 0.112
-0.220 -0.119 -0.076
-0.029 0.113 0.059
0.063 -0.021 -0.111
0.170 -0.025 0.079
0.087 0.035 0.002
0.016 -0.091 0.001
-0.058 -0.072 -0.055
-0.095 0.105 0.025
0.043 -0.027 0.033
0.071 -0.043 0.063
0.017 -0.056 0.085
0.094 0.233 0.039
-0.252 -0.113 0.130
0.239 0.244 -0.200
0.265 -0.330 -0.242
0.025 0.160 0.133
0.087 -0.059 -0.004
-0.077 0.162 -0.015
-0.009 -0.026 0.058
-0.043 -0.116 -0.092
0.055 0.052 0.046
-0.072 0.057 -0.080
0.033 -0.051 0.069
0.229 0.013 -0.049
0.014 0.042 0.038
-0.014 -0.016 0.076
0.207 -0.113 -0.138
-0.174 0.146 -0.301
0.175 -0.085 -0.025
-0.196 -0.023 -0.022
-0.168 -0.038 0.418
0.037 0.078 -0.074
-0.040 -0.099 -0.018
0.015 0.062 0.007
0.036 0.013 -0.041
-0.023 -0.088 -0.011
-0.010 0.050 0.029
0.044 0.009 -0.057
-0.024 -0.028 0.066
0.008 0.011 -0.023
0.001 0.012 0.009
0.022 0.000 0.006
-0.006 0.009 0.022
-0.045 0.008 -0.009
0.017 -0.025 -0.005
-0.015 -0.004 0.034
0.042 0.038 0.017
0.020 0.029 -0.016
0.015 0.004 -0.028
-0.010 -0.018 -0.023
0.024 0.034 -0.021
-0.007 0.005 0.002
0.029 0.027 0.014
-0.012 -0.016 0.018
-0.001 -0.019 -0.020
-0.008 -0.013 -0.035
0.026 0.031 -0.068
0.020 -0.060 0.027
-0.041 0.008 -0.010
0.004 0.017 0.009
-0.004 -0.014 -0.014
-0.021 0.004 -0.014
0.005 0.021 -0.006
0.037 0.015 0.045
-0.011 -0.048 0.053
0.001 -0.052 0.057
-0.064 -0.010 -0.021
-0.043 0.001 -0.039
0.010 -0.002 0.016
0.041 0.012 -0.007
-0.026 0.003 0.001
0.003 0.011 0.002
0.014 0.003 -0.011
0.021 0.022 0.000
-0.011 0.001 0.008
0.002 -0.004 -0.015
0.105 -0.063 0.094
-0.089 0.017 -0.056
-0.026 0.001 0.037
0.114 -0.037 -0.042
-0.044 0.030 -0.001
0.186 -0.023 0.103
-0.641 0.138 -0.026
-0.055 -0.032 -0.006
-0.060 -0.004 -0.087
-0.029 0.026 -0.067
0.018 -0.003 0.017
0.105 -0.036 0.011
0.197 0.127 0.477
-0.603 0.057 -0.496
0.116 -0.070 0.038
-0.100 0.078 -0.078
-0.015 -0.019 0.024
0.010 0.057 -0.005
-0.020 0.009 -0.001
0.057 0.038 0.053
-0.092 -0.030 -0.060
0.033 -0.025 0.007
0.001 0.006 0.030
-0.002 0.013 -0.013
0.006 0.013 -0.028

Löwdin population analysis, charges in e, atoms 1 to 6:
1. Mn 0.75
2. C -0.11
3. O -0.10
4. C -0.29
5. C -0.02
6. C -0.03

***

[2]
Molecular formula: C5H22N3O6
Method: DFT, ωB97M-V/def2-TZVPD

Properties
E_HOMO: -12.215 eV
Relative energy (zero: lowest compared OMol25 entry of this formula, charge and spin): 0.00 kcal/mol
Charge: +1

Cartesian coordinates (Å):
C 0.32791 2.33402 2.10226
C 1.08698 1.81455 0.82695
C 0.23597 1.18566 -0.20478
C 0.59834 0.66184 -1.43071
N -0.57183 0.12280 -2.01082
C -1.60842 0.29525 -1.14068
N -1.15910 0.95854 -0.05993
N -0.62559 1.33598 2.61031
H -0.29503 3.23519 1.84790
H 1.05169 2.65376 2.83318
H 1.65162 2.64695 0.42130
H 1.90790 1.10378 1.19717
H 1.58957 0.60903 -1.95608
H -0.55570 -0.46025 -2.86291
H -2.64256 -0.04311 -1.30818
H -0.94551 1.50522 3.53303
H -1.66235 1.20911 0.77232
H -0.24562 0.36178 2.55629
H -0.89415 -2.22025 -0.79632
H -1.96300 -2.61529 0.16697
O -1.37246 -1.96477 0.02236
H -3.10874 3.07110 -1.46934
H -4.32478 2.26263 -1.06475
O -3.35842 2.19142 -1.16687
H 0.78907 -2.25107 -2.16432
H -0.16678 -3.28460 -2.71546
O -0.15606 -2.47219 -2.30802
H 3.14184 -1.99361 -2.26740
H 2.49593 -1.40223 -0.94028
O 2.33573 -1.60301 -1.88880
H -0.22273 -1.60376 1.24806
H 0.28812 -2.25513 2.57910
O 0.39437 -1.49865 1.97703
H 1.88381 -1.19302 1.13716
H 3.40022 -1.59275 1.21746
O 2.69976 -1.10490 0.70682

Cartesian forces, eV/Å:
-1.092 0.290 -1.096
0.848 -0.187 2.240
-0.645 -0.929 -1.264
-0.284 0.209 0.137
-0.247 0.717 1.314
0.819 0.221 -0.573
1.677 -0.739 -2.340
0.719 -1.495 -1.321
0.725 -0.597 0.039
0.443 0.060 0.258
-0.060 0.211 -0.234
-1.292 0.668 -0.676
-1.449 0.107 0.802
-0.361 0.506 0.926
1.069 0.332 0.140
-0.141 0.327 0.831
-0.271 0.028 0.559
-0.285 1.204 0.313
-0.042 -0.083 -0.109
-3.227 -3.495 0.956
3.054 3.022 -0.762
0.117 0.038 -0.032
0.448 -0.082 -0.047
-1.039 0.443 0.045
0.388 0.069 -0.007
-0.139 -3.034 -1.496
-0.039 2.551 1.231
-0.418 0.212 0.362
0.348 -0.159 0.121
0.285 -0.285 -0.634
-0.849 -0.483 -0.475
-0.014 0.399 -0.439
0.640 -0.004 1.145
-2.173 -0.586 1.692
-1.279 0.746 -0.691
3.765 -0.203 -0.913

Löwdin population analysis, charges in e, atoms 1 to 6:
1. C -0.24
2. C -0.12
3. C -0.19
4. C 0.00
5. N 0.10
6. C -0.10